DFT (wB97M-V/def2-TZVPD) results for a molecular structure, C31H37KN12OS3.

XYZ file:
```
85
Properties=species:S:1:pos:R:3:forces:R:3:mulliken_charge:R:1
K 1.249 0.283 -0.063 -0.1803 -0.3554 -0.3884 0.5810
S 2.823 -2.179 0.782 -0.0236 0.0814 -0.5970 -0.3901
C 3.019 -2.143 -0.944 -0.1836 -0.0167 0.8682 0.0909
N 2.535 -1.279 -1.811 0.4235 -0.1678 0.0576 0.1018
C 2.975 -1.570 -3.090 0.0125 0.0368 -0.1675 -0.5625
C 2.705 -0.804 -4.228 0.0168 -0.0200 0.1119 -0.2354
C 3.185 -1.220 -5.452 0.0465 -0.0503 -0.1078 -0.7436
C 3.944 -2.387 -5.568 -0.0388 0.0965 -0.1242 -0.5434
C 4.245 -3.142 -4.451 0.0162 -0.0508 0.0669 -0.4143
C 3.763 -2.727 -3.215 -0.0361 0.0739 -0.1831 0.7845
S 3.990 -3.417 -1.648 0.0761 -0.1459 -0.0605 -0.3034
H 2.141 0.115 -4.141 -0.0166 0.0114 0.0148 0.3974
H 2.974 -0.629 -6.334 0.0081 -0.0033 -0.0198 0.3835
H 4.310 -2.695 -6.538 0.0053 -0.0081 -0.0161 0.3756
H 4.848 -4.036 -4.540 0.0077 -0.0210 0.0260 0.3929
N -1.744 3.084 -0.442 0.1404 -0.0338 -0.0382 -0.8071
N -1.558 2.814 -1.805 -0.1209 -0.0154 -0.0656 0.0558
C -0.495 3.234 -2.522 0.0319 -0.0040 0.1306 0.2216
N -0.562 3.002 -3.855 -0.1518 -0.0221 -0.0300 -0.3349
S 0.836 3.951 -1.823 0.1298 0.0166 0.0180 -0.3729
H -1.514 4.066 -0.302 -0.0640 0.0446 0.0189 0.3479
H -1.027 2.581 0.084 -0.0097 0.0233 0.0343 0.2519
H -2.384 2.482 -2.272 -0.0068 -0.0028 -0.0569 0.3152
H -1.442 2.809 -4.305 0.0233 -0.0271 -0.0091 0.2027
H 0.171 3.397 -4.415 0.0360 0.0079 -0.0092 0.1966
N -0.818 -4.821 4.323 0.0338 -0.0224 0.0564 -0.5406
C -1.143 -3.923 3.685 -0.0183 -0.0559 -0.0039 -0.2483
C -1.585 -2.799 2.910 -0.0192 -0.0715 0.0424 0.3990
C -2.925 -2.424 2.928 0.0283 0.1162 -0.1460 -0.2785
C -3.293 -1.308 2.199 0.0615 -0.0703 -0.0325 -0.7699
C -2.308 -0.624 1.497 -0.1680 0.1007 -0.0503 -0.4688
N -1.035 -0.995 1.456 0.2252 0.0123 0.0277 0.9180
C -0.675 -2.067 2.151 -0.0672 0.0060 0.0039 -0.5033
H -3.646 -2.988 3.503 -0.0069 -0.0285 0.0166 0.5610
H -4.316 -0.962 2.177 -0.0250 -0.0033 0.0015 0.5246
H -2.557 0.272 0.938 -0.0194 0.0255 -0.0271 0.2390
H 0.369 -2.356 2.087 0.0453 -0.0450 0.0213 0.2295
C 1.889 3.347 5.637 0.0199 0.0152 0.0084 -0.9850
N 1.686 3.417 4.213 -0.1487 -0.0132 -0.1469 -0.0364
N 0.912 2.489 3.531 0.0974 0.2429 0.1425 0.7636
C 1.003 2.721 2.174 0.0078 -0.2391 0.0107 0.1655
O 0.372 2.029 1.357 -0.2139 0.5831 0.3183 -0.5778
C 1.938 3.791 2.033 -0.0455 0.0758 0.1063 -1.1216
C 2.323 4.171 3.292 0.0085 -0.0499 -0.0498 0.9732
C 3.295 5.223 3.692 0.0309 0.0733 0.0194 -1.6385
C 0.012 1.595 4.167 0.0944 -0.1166 -0.0136 -0.5569
C 0.513 0.545 4.924 -0.0811 -0.0267 -0.0668 0.2285
C -0.364 -0.359 5.502 0.0194 0.0246 0.0032 -0.8570
C -1.730 -0.221 5.300 0.0065 0.0006 0.0458 -0.4537
C -2.219 0.820 4.524 -0.0159 0.0393 0.0434 -0.6927
C -1.351 1.737 3.954 0.0142 -0.0237 0.0996 -0.0264
H 0.940 3.153 6.133 0.0184 -0.0050 0.0210 0.3682
H 2.260 4.314 5.967 0.0162 -0.0332 0.0136 0.3772
H 2.606 2.570 5.912 -0.0138 0.0085 0.0210 0.3112
H 2.253 4.224 1.102 -0.0179 0.0090 -0.0489 0.3618
H 3.645 5.745 2.806 0.0053 -0.0014 -0.0097 0.3732
H 4.160 4.795 4.199 0.0011 -0.0221 0.0078 0.3374
H 2.841 5.957 4.360 -0.0119 -0.0069 -0.0046 0.3587
H 1.583 0.418 5.025 0.0377 0.0071 0.0112 0.5562
H 0.022 -1.184 6.086 -0.0099 -0.0232 0.0132 0.4259
H -2.414 -0.934 5.740 -0.0072 -0.0145 0.0092 0.4703
H -3.284 0.917 4.359 -0.0089 0.0081 0.0008 0.4042
H -1.718 2.542 3.333 0.0119 0.0374 -0.0230 0.4400
C -0.614 -0.621 -3.117 0.1082 0.0455 -0.0363 0.9613
N -1.141 -1.141 -1.854 -0.0087 0.1126 0.1111 0.7431
C -0.730 -2.549 -1.749 0.0604 -0.0532 0.0784 -0.1670
N -1.223 -3.342 -2.876 0.0153 -0.0295 0.0013 0.0845
C -0.694 -2.759 -4.112 0.0760 -0.0577 -0.0910 -0.5949
N -1.104 -1.360 -4.281 0.0311 0.0192 -0.0082 0.1131
C -2.562 -1.306 -4.277 -0.0672 0.0486 -0.0694 -0.7163
N -3.141 -1.851 -3.048 -0.0163 0.0060 0.0339 0.0869
C -2.600 -1.096 -1.916 -0.0829 -0.0302 0.0695 -0.7692
C -2.678 -3.239 -2.911 -0.0819 -0.0672 -0.0014 -0.7432
H 0.470 -0.704 -3.085 -0.0250 0.0433 0.0075 -0.8955
H -0.884 0.434 -3.211 -0.0432 -0.0057 -0.0280 -0.4009
H -1.117 -2.964 -0.815 -0.0227 0.0025 -0.0278 0.1329
H 0.361 -2.592 -1.722 -0.0377 -0.0179 0.0003 -0.1596
H -1.058 -3.340 -4.963 0.0132 0.0142 0.0245 0.3378
H 0.398 -2.805 -4.094 -0.0386 -0.0080 0.0029 0.2225
H -2.947 -1.871 -5.130 0.0244 0.0069 0.0228 0.3500
H -2.879 -0.264 -4.384 0.0021 -0.0193 0.0088 0.3071
H -3.012 -1.521 -0.996 0.0305 0.0306 0.0102 0.3004
H -2.926 -0.053 -1.991 0.0138 -0.0208 -0.0248 0.0828
H -3.058 -3.819 -3.757 0.0116 0.0121 0.0278 0.3533
H -3.088 -3.657 -1.988 0.0105 0.0070 -0.0279 0.3480
```
Forces are in eV/Å.

Calculated values
Total charge ... 0
Maximum force ... 0.017 hartree/bohr
Orbital gap ... 0.2502 Ha
Spin multiplicity ... 1
Energy above the lowest of the compared OMol25 structures with the same formula, charge and spin ... 12.8 kcal per mole